# C14H26Cl3NO7S

4 unconnected molecules or ions with the total composition C14H26Cl3NO7S in a non-equilibrium geometry (ωB97M-V/def2-TZVPD, OMol25).

The geometry in XYZ format:
```
52
Properties=species:S:1:pos:R:3:forces:R:3
C -0.016 0.921 3.630 -2.2 -7.8 -5.9
C -0.293 -0.089 2.660 2.6 6.0 5.9
C -0.175 -1.350 1.583 0.6 1.9 1.3
Cl 1.042 -2.561 2.369 -1.7 0.9 -0.4
O 0.547 -0.967 0.332 -1.9 -2.0 0.2
S 0.243 -2.259 -0.789 0.7 -2.9 -5.6
O 1.308 -3.413 -0.821 -4.3 4.7 1.7
O -0.038 -1.873 -2.270 0.9 -0.2 6.1
O -1.299 -2.628 -0.163 2.6 0.6 0.4
C -1.648 -1.991 1.151 0.4 -0.9 -1.8
C -2.083 -3.307 2.030 0.9 -0.3 1.4
N -3.468 -3.846 1.707 1.3 -1.2 1.2
C -2.776 -0.899 0.681 -2.9 2.4 2.1
Cl -2.729 -0.328 -1.110 0.2 -1.0 2.8
C -3.826 -0.283 1.537 3.5 -2.2 -1.6
C -3.983 -0.704 3.113 -1.8 0.3 -0.8
Cl -4.966 0.974 0.790 1.7 -2.1 1.4
H 0.019 1.500 4.673 -0.2 -1.5 -3.1
H -1.946 -3.021 3.179 -0.6 -0.6 -2.5
H -1.316 -4.204 1.855 -1.2 2.5 0.1
H -3.806 -4.266 2.625 0.4 0.8 -1.6
H -3.308 -4.706 1.104 -0.4 1.6 0.8
H -4.728 -1.634 3.147 1.7 1.9 -0.1
H -4.576 0.182 3.638 1.6 -1.9 -1.0
H -2.987 -0.991 3.655 -1.9 0.9 -1.3
C 3.631 1.138 -1.093 0.2 -0.1 0.0
C 2.713 2.290 -1.447 -0.1 -0.3 0.1
O 1.758 1.872 -2.411 -0.3 -0.1 -0.1
H 4.148 0.771 -1.986 0.0 0.1 0.1
H 4.376 1.445 -0.354 0.0 -0.1 0.0
H 3.059 0.297 -0.688 0.0 0.1 0.1
H 3.286 3.120 -1.871 -0.2 -0.1 -0.1
H 2.183 2.655 -0.562 0.2 0.1 0.1
H 1.249 1.141 -2.021 0.2 0.4 -0.3
C 5.941 3.770 1.414 0.1 0.1 -0.2
C 5.637 3.912 2.891 0.1 -0.3 -0.2
O 4.492 3.144 3.227 -0.2 -0.4 0.1
H 5.089 4.101 0.812 0.1 0.0 0.1
H 6.819 4.360 1.137 -0.1 -0.1 0.0
H 6.126 2.722 1.155 0.1 0.1 0.1
H 5.432 4.958 3.140 -0.1 -0.2 0.1
H 6.480 3.571 3.499 0.1 0.2 0.0
H 4.687 2.216 3.009 -0.1 0.5 0.1
C -2.931 -1.429 -5.321 0.1 -0.2 0.0
C -3.744 -0.232 -5.766 0.3 -0.1 0.2
O -4.238 0.468 -4.634 0.0 0.3 0.3
H -3.542 -2.104 -4.711 0.0 0.1 -0.1
H -2.547 -1.982 -6.182 0.0 0.0 0.1
H -2.087 -1.115 -4.698 0.0 0.0 -0.1
H -4.599 -0.552 -6.370 0.0 0.2 0.2
H -3.137 0.454 -6.366 0.0 -0.1 -0.2
H -3.471 0.756 -4.110 -0.4 -0.1 -0.3
```
Forces are in eV/Å.

Results
Structure (SMILES): C#C[C@]1(Cl)OS(=O)(=O)O[C@]1(CN)/C(Cl)=C(\C)Cl.CCO.CCO.CCO
Spin multiplicity: 1
HOMO-LUMO gap, eV: 8.74



# C4H4N2S2

C4H4N2S2 in the gas phase in a non-equilibrium geometry (ωB97M-V/def2-TZVPD, OMol25).

The geometry in XYZ format:
```
12
Properties=species:S:1:pos:R:3:forces:R:3
C 1.463 1.259 0.231 -3.0 1.3 0.2
C 0.111 1.552 0.200 0.3 1.2 -0.8
C -1.868 -0.829 -0.128 -1.2 -1.5 0.1
C 0.928 -1.363 -0.160 -0.1 -0.3 -0.1
H 2.061 2.181 0.483 -0.2 -1.5 -0.6
H -0.083 2.661 0.097 0.2 -1.2 0.7
H -2.930 -1.082 -0.489 1.7 0.4 0.4
H 0.721 -2.138 -1.028 0.8 1.7 1.7
N -1.085 -1.802 0.243 -2.6 2.5 0.1
N 0.044 -1.152 0.748 1.2 -1.5 -1.8
S 2.267 -0.237 -0.122 1.0 -0.4 0.0
S -1.629 0.951 -0.076 1.8 -0.8 0.2
```
Forces are in eV/Å.

Results
Structure (SMILES): c1cscnncs1
Spin multiplicity: 1
HOMO-LUMO gap, eV: 8.87



# C34H26FN4OSn

A molecular structure, C34H26FN4OSn (ωB97M-V/def2-TZVPD, OMol25).

The geometry in XYZ format:
```
67
Properties=species:S:1:pos:R:3:forces:R:3
Sn 0.010 0.051 0.518 0.0 0.0 -0.1
O 0.712 -3.060 3.242 0.0 0.0 0.0
C 0.704 -2.020 2.608 0.0 0.0 0.0
N -0.197 -1.676 1.664 0.0 0.0 0.0
C -1.208 -2.659 1.375 0.0 0.0 0.0
C -1.923 -2.342 0.090 0.0 0.0 0.0
C -2.881 -3.213 -0.418 0.0 0.0 0.0
C -3.508 -2.910 -1.608 0.0 0.0 0.0
C -3.165 -1.738 -2.275 0.0 0.0 0.0
C -2.215 -0.919 -1.715 0.0 0.0 0.0
N -1.607 -1.213 -0.552 0.0 0.0 0.0
C 1.753 -0.963 2.861 0.0 0.0 0.0
C 2.781 -1.188 3.757 0.0 0.0 0.0
C 3.708 -0.179 3.959 0.0 0.0 0.0
C 3.571 1.019 3.271 0.0 0.0 0.0
C 2.515 1.164 2.392 0.0 0.0 0.0
N 1.628 0.188 2.193 0.0 0.0 0.0
H -1.942 -2.727 2.185 0.0 0.0 0.0
H -0.761 -3.656 1.299 0.0 0.0 0.0
H -3.115 -4.118 0.127 0.0 0.0 0.0
H -4.252 -3.579 -2.019 0.0 0.0 0.0
H -3.624 -1.465 -3.214 0.0 0.0 0.0
H -1.914 0.001 -2.196 0.0 0.0 0.0
H 2.826 -2.140 4.265 0.0 0.0 0.0
H 4.529 -0.321 4.649 0.0 0.0 0.0
H 4.270 1.832 3.411 0.0 0.0 0.0
H 2.363 2.079 1.831 0.0 0.0 0.0
C -2.102 2.361 3.519 0.0 0.0 0.0
C -2.835 3.297 2.806 0.0 0.0 0.0
C -2.778 3.316 1.422 0.0 0.0 0.0
C -1.977 2.408 0.731 0.0 0.0 0.0
C -1.222 1.485 1.450 0.0 0.0 0.0
C -1.295 1.458 2.838 0.0 0.0 0.0
C -1.927 2.443 -0.754 0.0 0.0 0.0
C -3.073 2.847 -1.486 0.0 0.0 0.0
C -3.017 2.872 -2.844 0.0 0.0 0.0
C -1.813 2.535 -3.502 0.0 0.0 0.0
C -1.675 2.575 -4.910 0.0 0.0 0.0
C -0.482 2.265 -5.495 0.0 0.0 0.0
C 0.625 1.913 -4.694 0.0 0.0 0.0
C 0.516 1.857 -3.333 0.0 0.0 0.0
C -0.714 2.152 -2.700 0.0 0.0 0.0
N -0.806 2.073 -1.335 0.0 0.0 0.0
H -2.154 2.333 4.599 0.0 0.0 0.0
H -3.453 4.015 3.327 0.0 0.0 0.0
H -3.343 4.062 0.878 0.0 0.0 0.0
H -0.731 0.727 3.405 0.0 0.0 0.0
H -3.984 3.097 -0.963 0.0 0.0 0.0
H -3.884 3.154 -3.431 0.0 0.0 0.0
H -2.528 2.868 -5.510 0.0 0.0 0.0
H -0.376 2.302 -6.570 0.0 0.0 0.0
H 1.574 1.696 -5.165 0.0 0.0 0.0
H 1.369 1.615 -2.718 0.0 0.0 0.0
F 4.909 -4.281 1.185 0.0 0.0 0.0
C 4.126 -3.327 0.659 0.0 0.0 0.0
C 4.586 -2.026 0.628 0.0 0.0 0.0
C 3.763 -1.045 0.097 0.0 0.0 0.0
C 2.497 -1.352 -0.396 0.0 0.0 0.0
C 1.586 -0.269 -0.892 0.0 0.0 0.1
C 2.081 -2.683 -0.367 0.0 0.0 0.0
C 2.886 -3.679 0.160 0.0 0.0 0.0
H 5.572 -1.796 1.009 0.0 0.0 0.0
H 4.115 -0.020 0.064 0.0 0.0 0.0
H 1.116 -0.517 -1.844 0.0 0.0 0.0
H 2.115 0.677 -0.996 0.0 0.0 0.0
H 1.106 -2.948 -0.764 0.0 0.0 0.0
H 2.570 -4.712 0.192 0.0 0.0 0.0
```
Forces are in eV/Å.

Results
Spin multiplicity: 1
HOMO-LUMO gap, eV: 8.28
Total charge: +1



# C3H2NS3

A gas-phase ion, C3H2NS3 (charge -1) in a non-equilibrium geometry (ωB97M-V/def2-TZVPD, OMol25).

The geometry in XYZ format:
```
9
Properties=species:S:1:pos:R:3:forces:R:3
C 0.101 0.956 0.617 -0.7 -2.8 -2.2
C 0.751 0.205 -0.405 1.1 2.1 1.1
C 0.008 -0.831 -0.852 -1.5 -5.3 -2.4
N -1.205 0.618 0.785 -0.2 -1.7 -0.3
S 2.347 0.554 -0.828 1.3 0.4 -0.4
S 0.345 -2.533 -2.083 -0.8 3.4 2.4
S -1.492 -0.959 -0.068 0.7 1.7 -0.2
H 0.795 1.522 1.162 -0.1 1.4 1.2
H -1.652 0.466 1.673 0.2 0.8 0.7
```
Forces are in eV/Å.

Results
Structure (SMILES): S=c1s[nH]cc1[S-]
Spin multiplicity: 1
HOMO-LUMO gap, eV: 5.71
Total charge: -1



no.,M (g mol⁻¹),E_tot (eV)
1,458.788,-79152.3792
2,144.224,-28859.5391
3,644.318,-52234.0197
4,148.257,-37137.6551